No. 1
Formula: C43H56BBrInN9O6PS4Se
Source: OMol25
Level of theory: wB97M-V/def2-TZVPD

Last column: Löwdin charge in e.
Element x y z (Å)
In -0.930 -0.812 0.140  0.730
Br -0.726 -0.129 -3.904  0.855
Se -0.934 2.074 3.211  1.210
S 0.758 -3.623 -0.109  0.746
S 1.603 -0.588 2.052  0.642
S 1.390 1.235 -0.797  0.647
S -2.395 -1.985 2.547  0.559
P -1.738 2.435 -0.437  0.784
O -2.670 3.566 -1.170  -0.358
O -2.825 1.603 0.440  -0.457
O -1.592 0.968 4.621  -0.240
O -1.225 3.471 0.751  -0.450
O -3.393 -1.769 1.530  -0.327
O -1.403 -2.969 2.253  -0.322
N 3.679 -2.076 -0.926  0.226
N -1.965 4.559 4.492  0.113
N 1.788 -2.503 -3.688  0.155
N 2.805 -0.212 -2.529  0.044
N -2.740 -0.632 -2.125  -0.029
N 1.561 -2.421 -2.365  0.051
N -1.691 -0.539 2.920  -0.107
N 3.631 -0.373 -3.585  0.176
N 2.766 -1.401 -0.215  0.105
C -3.238 -0.985 6.223  0.020
C 1.068 -3.269 -4.443  -0.234
C -4.460 -3.052 5.931  -0.040
C -0.313 -3.886 -2.583  -0.259
C -2.782 -1.115 4.923  -0.129
C -4.083 -1.970 6.717  -0.041
C 3.995 -1.872 1.717  -0.213
C 2.797 -1.280 1.129  -0.702
C 5.348 -3.764 -1.359  -0.519
C 0.670 -3.258 -1.732  -0.678
C 1.441 3.251 -3.058  -0.066
C 4.310 -4.851 -1.707  -0.015
C -1.558 3.584 4.035  -0.561
C 2.240 2.005 -3.246  -0.266
C 1.567 -3.438 -5.870  -0.532
C 4.835 -2.643 0.964  0.092
C 6.552 -4.431 -0.695  -0.046
C -3.936 -1.056 -1.713  -0.135
C 3.052 1.809 -4.311  0.062
C -3.984 -3.189 4.630  -0.014
C -3.236 3.274 -2.445  -0.119
C 5.776 -3.034 -2.636  -0.034
C 2.951 -4.103 -5.776  -0.033
C 2.167 0.964 -2.250  -0.647
C -4.850 -1.643 -2.571  -0.039
C -3.147 -2.209 4.150  -0.188
C 4.822 0.467 -5.541  -0.540
C 0.642 -4.311 -6.715  -0.052
C -3.927 2.223 1.110  -0.097
C -4.498 -1.812 -3.903  -0.049
C 3.799 0.597 -4.426  -0.217
C -1.959 -0.183 4.137  -0.477
C -3.253 -1.384 -4.336  -0.097
C -2.428 -0.792 -3.393  -0.728
C 4.216 -1.651 3.170  -0.066
C 5.471 -0.914 -5.544  -0.042
C -1.507 -4.513 -1.942  -0.055
C -0.449 4.625 0.409  -0.106
C 5.899 1.536 -5.292  -0.033
C 1.706 -2.051 -6.508  -0.047
C 4.638 -2.800 -0.436  -0.114
C -0.093 -3.906 -3.922  0.060
C 4.151 0.725 -6.898  -0.028
B 2.528 -1.454 -1.696  -0.706
H -3.683 2.413 2.156  0.063
H 2.193 -2.134 -7.481  0.093
H 3.349 0.010 -7.076  0.064
H 7.029 -5.089 -1.418  0.093
H 4.163 -0.583 3.384  0.085
H 5.671 -3.136 1.439  0.125
H 7.289 -3.697 -0.367  0.094
H -1.973 -3.798 -1.258  0.074
H -4.459 -1.888 7.727  0.116
H 3.143 2.576 -5.066  0.123
H 5.480 2.542 -5.330  0.082
H 3.403 -2.111 3.732  0.086
H 0.545 -5.314 -6.297  0.089
H -5.814 -1.963 -2.204  0.112
H -5.138 -3.794 6.329  0.116
H 1.419 3.837 -3.976  0.088
H 1.057 -4.405 -7.718  0.092
H 6.360 1.398 -4.313  0.093
H -1.208 -5.370 -1.339  0.082
H -4.188 3.169 0.638  0.088
H 4.888 0.625 -7.694  0.094
H 0.727 -1.589 -6.646  0.081
H -0.903 5.153 -0.428  0.082
H 6.000 -1.088 -4.609  0.068
H 4.719 -1.693 -5.666  0.062
H -2.228 -4.836 -2.691  0.087
H 6.243 -5.037 0.157  0.091
H 6.557 -2.305 -2.413  0.097
H 0.577 4.343 0.163  0.073
H 3.617 -3.489 -5.171  0.055
H 5.168 -2.058 3.502  0.088
H -4.137 -0.926 -0.656  0.093
H -2.940 -1.495 -5.363  0.104
H 3.869 -5.269 -0.801  0.093
H 3.729 1.728 -6.959  0.079
H -5.183 -2.275 -4.600  0.115
H 2.874 -5.088 -5.311  0.091
H -4.261 -4.031 4.010  0.128
H -0.796 -4.400 -4.579  0.121
H -0.352 -3.870 -6.805  0.085
H 6.172 -3.754 -3.353  0.100
H 0.424 2.998 -2.755  0.047
H -0.451 5.272 1.284  0.089
H 6.677 1.465 -6.053  0.092
H -2.457 3.067 -3.184  0.074
H 4.936 -2.513 -3.091  0.047
H 3.381 -4.225 -6.771  0.093
H 3.509 -4.442 -2.323  0.072
H 2.295 -1.409 -5.856  0.049
H -4.771 1.536 1.064  0.092
H 6.185 -0.985 -6.364  0.095
H 4.794 -5.657 -2.259  0.096
H -3.795 4.155 -2.752  0.090
H 1.875 3.849 -2.256  0.086
H -2.941 -0.139 6.828  0.130
H -3.912 2.418 -2.387  0.080

Calculated values
highest occupied orbital energy = -0.35061 hartree
LUMO level = -2.770 eV
relative energy (zero: lowest compared OMol25 entry of this formula, charge and spin) = 2.7956 eV
E = -265060.4285 eV
total charge = +1
HOMO-LUMO gap = 6.770 eV

=====

No. 2
Formula: C43H56Br2N5O2SbSi3Ti
Source: OMol25
Level of theory: wB97M-V/def2-TZVPD

Last column: Löwdin charge in e.
Element x y z (Å)
Sb 0.817 0.513 -2.842  1.437
Br -1.767 2.259 -0.961  0.988
Br -2.093 -5.469 6.146  0.823
Ti -0.125 0.345 0.326  0.864
Si -1.501 -0.818 -4.542  0.442
Si 2.525 2.215 -0.464  0.463
Si 0.771 -2.925 -3.741  0.484
O 0.509 -0.299 1.856  -0.236
O 3.143 -0.717 2.835  0.066
N -1.567 -2.565 2.543  0.047
N 3.791 -0.330 -0.609  0.095
N 0.024 1.643 2.904  0.041
N -1.289 -0.888 -0.860  -0.061
N -0.760 1.860 1.799  -0.070
C 0.233 0.218 3.152  -0.310
C -4.251 7.076 3.435  -0.046
C -3.943 7.544 2.165  -0.047
C -0.631 0.246 -5.813  -0.190
C -0.271 -1.408 -3.090  -0.516
C -4.185 5.718 3.718  -0.054
C 1.291 0.056 4.213  -0.102
C -3.237 -2.797 -1.210  0.010
C 4.402 -2.511 0.159  -0.027
C 3.491 -0.357 5.106  0.009
C 2.617 -0.332 4.021  -0.250
C 2.694 0.013 -3.719  -0.269
C 1.299 3.641 -0.510  -0.198
C 3.058 -0.017 6.369  -0.053
C 4.709 -1.249 -0.329  -0.087
C -2.954 4.412 0.407  -0.038
C 3.068 -2.837 0.324  -0.067
C -1.882 -4.301 4.697  -0.692
C -0.772 -3.621 2.710  -0.130
C 2.501 -0.632 -0.431  -0.427
C 1.730 0.343 6.584  -0.071
C -2.521 -2.382 3.456  -0.159
C 3.736 2.647 -1.813  -0.173
C 2.102 -1.895 0.004  -0.099
C -1.496 2.914 1.752  -0.145
C -2.333 -2.200 -5.483  -0.153
C 3.275 2.194 1.237  -0.143
C -3.545 6.656 1.181  -0.016
C -1.205 -1.687 -1.965  -0.371
C -2.841 0.241 -3.764  -0.166
C 2.284 -3.306 -2.714  -0.161
C -2.372 -0.959 -0.046  -0.188
C 1.301 -2.631 -5.512  -0.163
C -2.173 3.328 0.555  -0.559
C -3.383 -1.864 -0.186  -0.029
C 1.542 0.503 -0.707  -0.518
C -3.426 5.294 1.469  -0.223
C -3.779 4.827 2.739  -0.047
C -0.883 -4.518 3.760  -0.091
C 0.866 0.366 5.510  -0.047
C -2.170 -2.706 -2.071  -0.029
C -0.146 -4.564 -3.710  -0.166
C -2.724 -3.209 4.548  -0.096
H -2.952 -1.703 -6.236  0.053
H -3.171 -1.523 3.316  0.107
H -3.004 -2.818 -4.887  0.038
H -2.498 1.266 -3.614  0.001
H 2.816 -4.096 -3.251  0.061
H 3.992 1.392 1.395  0.033
H -3.516 -3.012 5.256  0.109
H 2.780 -3.816 0.682  0.124
H -4.025 8.598 1.939  0.118
H 5.740 -0.955 -0.490  0.124
H 0.596 3.669 0.323  0.002
H -4.571 7.770 4.201  0.118
H -1.094 -4.609 -4.240  0.029
H 2.106 -3.340 -5.722  0.054
H 2.502 2.117 2.005  0.025
H -4.475 5.353 4.693  0.114
H 3.790 3.146 1.392  0.054
H -0.689 -0.281 3.482  0.136
H 0.527 -5.265 -4.214  0.054
H -1.644 -2.848 -6.022  0.027
H 1.900 4.551 -0.437  0.052
H -3.799 3.764 2.948  0.114
H 0.109 -0.284 -6.407  0.030
H 3.262 2.788 -2.786  0.036
H 2.460 -0.754 2.159  0.056
H 4.515 -0.658 4.926  0.128
H 2.987 -2.494 -2.540  0.017
H 1.377 0.586 7.575  0.110
H -0.178 0.613 5.677  0.118
H -0.286 -4.947 -2.698  0.044
H 0.736 3.707 -1.443  0.012
H -0.210 -5.358 3.843  0.110
H 3.752 -0.047 7.198  0.116
H 1.053 -2.169 0.077  0.102
H 0.008 -3.762 1.969  0.102
H -3.246 -0.136 -2.823  0.024
H -2.100 -3.390 -2.896  0.078
H -3.675 0.290 -4.468  0.053
H -1.562 3.569 2.617  0.146
H -3.311 7.019 0.188  0.123
H -0.181 1.162 -5.426  0.003
H 2.890 -1.054 -3.717  -0.019
H -3.248 4.682 -0.602  0.126
H 5.190 -3.212 0.392  0.119
H -2.438 -0.201 0.736  0.097
H -0.186 2.211 3.718  0.152
H 3.466 0.515 -3.146  -0.015
H -3.975 -3.575 -1.355  0.134
H 4.138 3.621 -1.521  0.051
H 4.561 1.947 -1.910  0.033
H 0.501 -2.845 -6.221  0.032
H -1.419 0.569 -6.500  0.055
H 1.998 -3.719 -1.746  0.026
H 1.688 -1.638 -5.730  0.015
H 2.689 0.392 -4.739  0.027
H -4.226 -1.865 0.488  0.124

Calculated values
highest occupied orbital energy = -0.46818 hartree
LUMO level = -6.417 eV
relative energy (zero: lowest compared OMol25 entry of this formula, charge and spin) = 1.2133 eV
E = -250405.5098 eV
total charge = +2
HOMO-LUMO gap = 6.323 eV

=====

No. 3
Formula: C43H56CaClN5O3S2
Source: OMol25
Level of theory: wB97M-V/def2-TZVPD

Last column: Löwdin charge in e.
Element x y z (Å)
Ca 0.679 1.264 -1.631  1.232
Cl -8.488 -2.768 3.084  0.619
S 0.607 3.963 -0.450  0.575
S 1.997 -2.212 -2.147  0.823
O 3.728 -2.384 -0.086  -0.145
O -0.046 -4.544 3.086  -0.027
O 1.302 -0.959 -1.583  -0.836
N -0.149 0.090 2.902  0.114
N 2.720 1.880 0.304  -0.184
N -0.083 0.376 0.675  0.065
N 2.944 1.936 -2.925  -0.198
N 0.189 -1.066 2.275  -0.116
C 3.710 2.515 -0.583  -0.184
C -4.801 -1.231 2.921  -0.035
C -0.205 -3.552 5.701  -0.050
C -0.693 -3.262 3.229  -0.410
C -0.877 0.529 -3.793  -0.299
C 3.139 -2.837 -1.070  -0.704
C 2.566 3.534 3.660  -0.128
C 0.488 -2.276 3.003  -0.027
C 3.294 1.078 -4.074  -0.308
C -4.080 -2.175 2.196  -0.217
C -0.010 2.400 -5.359  -0.060
C 3.985 1.800 -1.899  -0.182
C 3.344 -1.033 -5.078  -0.188
C -4.766 -3.293 1.724  -0.037
C -6.150 -1.400 3.196  -0.104
C 3.929 -0.509 -6.229  -0.157
C 1.405 3.801 1.091  -0.668
C -1.922 1.812 -2.202  -0.324
C -1.290 -3.189 4.673  -0.506
C -2.162 -0.768 -1.959  -0.060
C 4.225 0.847 -6.283  -0.151
C 2.794 3.347 -3.295  -0.123
C -6.113 -3.482 1.989  -0.108
C -2.619 -1.958 1.888  -0.114
C -1.288 2.681 -3.119  -0.310
C -2.435 -4.198 4.825  -0.039
C -6.792 -2.533 2.733  -0.675
C 3.229 0.598 0.781  -0.094
C -0.475 -0.666 -4.604  -0.050
C 2.358 2.789 1.357  -0.298
C -0.639 1.886 -4.096  -0.284
C -0.300 0.925 1.897  -0.194
C -1.335 4.182 -3.141  -0.102
C -1.669 0.484 -2.624  -0.331
C 2.987 -0.273 -3.957  -0.103
C 0.230 -0.875 0.953  -0.154
C -2.747 2.189 -1.003  -0.071
C 2.918 2.674 2.625  -0.052
C -1.825 -1.799 5.035  -0.032
C 1.082 4.662 2.150  -0.156
C -1.709 -3.191 2.073  -0.087
C 3.918 1.649 -5.188  -0.085
C 1.641 4.536 3.412  -0.137
H 1.237 -2.819 2.427  0.147
H 0.344 5.432 1.954  0.080
H -2.332 -4.087 2.154  0.099
H -6.698 -0.660 3.763  0.102
H -0.741 2.446 -6.179  0.071
H 3.766 3.838 -3.468  0.082
H -3.792 1.871 -1.109  0.067
H 3.636 1.889 2.820  0.092
H -2.811 -4.163 5.850  0.086
H 4.154 0.732 -1.750  0.113
H -4.244 -4.029 1.124  0.118
H 2.274 3.890 -2.508  0.009
H 4.167 2.704 -5.237  0.080
H -1.401 -1.554 -1.973  0.065
H -4.296 -0.338 3.273  0.121
H -2.022 -1.768 6.111  0.087
H 1.344 5.217 4.203  0.083
H 0.378 3.414 -5.233  0.053
H 0.244 -0.401 -5.380  0.062
H 2.565 0.204 1.550  0.079
H -2.550 -1.646 0.844  0.104
H -3.065 -1.173 -2.437  0.071
H 4.153 -1.148 -7.082  0.071
H 0.574 -2.792 5.760  0.079
H -1.883 4.578 -2.285  0.047
H 4.925 2.227 -2.293  0.123
H -2.367 1.737 -0.080  0.044
H -1.117 -1.005 4.795  0.067
H 3.384 -3.851 -1.471  0.041
H -2.417 -0.568 -0.914  0.037
H -3.273 -3.970 4.163  0.073
H 3.378 3.536 -0.773  0.090
H 0.818 1.770 -5.692  0.064
H -2.765 -1.584 4.532  0.058
H -1.345 -1.129 -5.090  0.070
H 0.942 -1.971 3.941  0.121
H -1.825 4.552 -4.051  0.067
H 0.008 -1.430 -3.989  0.037
H 3.006 3.411 4.642  0.081
H 2.206 3.414 -4.206  0.064
H 3.276 -0.128 -0.022  0.048
H -1.117 -3.332 1.166  0.128
H -6.637 -4.351 1.616  0.101
H -0.546 1.967 2.036  0.116
H -2.263 -1.107 2.464  0.090
H -0.664 -3.617 6.691  0.081
H -0.730 -5.207 2.949  0.086
H -2.107 -5.225 4.639  0.085
H 4.689 1.284 -7.162  0.073
H -0.339 4.635 -3.103  0.040
H 0.559 -1.600 0.218  0.117
H 0.264 -4.507 5.470  0.083
H 4.240 0.682 1.212  0.090
H -2.739 3.268 -0.843  0.053
H 4.669 2.575 -0.040  0.123
H 3.149 -2.111 -5.063  0.058

Calculated values
highest occupied orbital energy = -0.02838 hartree
LUMO level = 3.299 eV
relative energy (zero: lowest compared OMol25 entry of this formula, charge and spin) = 3.2077 eV
E = -111727.7954 eV
total charge = -2
HOMO-LUMO gap = 4.072 eV

=====

No. 4
Formula: C43H57BHfN7OS4Se3Te2
Source: OMol25
Level of theory: wB97M-V/def2-TZVPD

Last column: Löwdin charge in e.
Element x y z (Å)
Hf 0.851 -1.244 -1.330  0.844
Te 3.185 -5.621 -0.195  0.137
Te -1.556 2.242 1.672  1.424
Se 5.357 -3.326 1.675  -0.056
Se 4.395 -1.947 0.282  -0.025
Se 2.612 -3.255 -0.770  -0.263
S 0.388 -2.959 -3.252  0.550
S 0.336 1.018 -2.603  0.602
S 3.261 -0.723 -2.831  0.581
S -1.636 -1.146 -1.511  0.566
O 1.564 -0.362 0.389  -0.369
N -0.439 -3.283 0.716  -0.185
N 2.375 1.958 -4.157  -0.035
N 3.024 -2.278 -5.020  -0.150
N -1.366 -5.098 2.288  -0.158
N 2.286 -0.266 -5.408  0.023
N -0.253 0.906 0.756  -0.195
N 2.572 2.554 -2.078  -0.102
C 1.622 0.764 2.438  -0.167
C -1.789 -2.919 1.175  -0.186
C 1.704 8.518 0.527  -0.084
C 0.613 6.398 -0.306  -0.058
C -2.759 -0.124 3.384  -0.326
C 0.887 0.519 1.160  -0.587
C -4.031 0.331 1.388  -0.316
C 3.651 3.077 -2.750  -0.050
C 0.411 -3.419 1.908  -0.185
C -4.856 -1.293 2.996  -0.293
C -4.974 -0.609 1.792  -0.035
C -4.286 1.074 0.101  -0.111
C -3.688 -2.369 -2.820  -0.131
C -1.832 -4.112 -4.410  -0.148
C 0.925 6.643 2.028  -0.062
C 2.344 2.699 -0.650  -0.014
C -2.886 0.572 2.173  -0.406
C -2.250 -3.927 2.254  -0.157
C -1.236 -5.610 0.919  -0.155
C 2.911 -0.121 4.271  -0.081
C -0.550 -4.565 0.008  -0.201
C 0.058 5.131 -0.104  -0.341
C 2.958 1.144 4.848  -0.101
C 0.108 4.991 3.677  -0.110
C 1.691 2.030 3.002  -0.053
C 3.521 2.707 -4.044  -0.070
C 1.806 1.858 -2.946  -0.738
C -3.752 -1.021 3.784  -0.057
C -0.471 4.426 -1.330  -0.092
C -1.572 0.013 4.307  -0.075
C -2.190 -2.322 -2.691  -0.750
C -0.034 4.536 1.171  -0.198
C 2.150 -1.004 -6.558  -0.076
C -5.888 -2.306 3.415  -0.066
C -0.047 -4.639 2.738  -0.155
C 2.812 -1.058 -4.461  -0.684
C 2.611 -2.254 -6.326  -0.064
C 0.359 5.382 2.231  -0.334
C -1.352 -3.094 -3.401  -0.772
C 1.085 7.164 0.752  -0.312
C 3.644 -3.409 -4.351  -0.062
C 2.361 2.217 4.205  -0.077
C 2.261 -0.307 3.064  -0.040
B 1.905 1.277 -5.455  -0.453
H -1.874 0.435 5.270  0.079
H -2.242 -3.475 3.247  0.104
H 3.398 -0.960 4.753  0.099
H -0.624 5.666 4.134  0.069
H 1.229 7.238 2.890  0.104
H 1.240 2.862 2.473  0.053
H -3.498 0.874 -0.627  0.033
H 0.331 4.030 -1.956  0.046
H 4.682 -3.182 -4.114  0.092
H 2.717 8.575 0.936  0.066
H -2.650 -4.722 -4.020  0.066
H 2.528 3.731 -0.361  0.100
H -0.290 3.982 3.757  0.010
H -4.299 2.154 0.256  0.047
H -1.018 -4.783 -4.680  0.046
H -1.783 -1.894 1.546  0.096
H -5.863 -3.188 2.770  0.070
H -4.012 -3.006 -3.644  0.057
H -1.106 -4.384 -0.915  0.099
H -0.104 -4.396 3.804  0.109
H 0.327 -2.486 2.471  0.108
H -0.654 -6.535 0.948  0.108
H 1.449 -3.538 1.601  0.032
H 2.650 -3.128 -6.952  0.112
H 0.655 -5.469 2.623  0.103
H 0.446 -4.900 -0.269  -0.020
H -0.795 0.652 3.901  0.013
H 3.591 -4.262 -5.025  0.090
H -2.450 -2.928 0.309  0.078
H 3.471 1.294 5.791  0.091
H -3.272 -4.266 2.062  0.108
H 2.544 1.753 -6.371  0.067
H 1.124 9.317 0.999  0.065
H -2.239 -5.862 0.562  0.110
H 4.144 2.901 -4.898  0.111
H -2.182 -3.634 -5.331  0.074
H -5.837 -0.798 1.157  0.107
H -4.150 -2.737 -1.898  0.069
H 3.111 -3.644 -3.434  -0.012
H 1.730 -0.567 -7.447  0.115
H -1.109 3.586 -1.063  0.028
H 1.016 5.060 4.287  0.057
H -1.135 -0.971 4.507  0.074
H -4.086 -1.366 -2.989  0.068
H 1.304 2.468 -0.441  0.043
H 2.994 2.015 -0.103  0.103
H 4.398 3.662 -2.244  0.118
H 0.720 1.382 -5.623  0.063
H -3.640 -1.540 4.734  0.111
H -5.245 0.775 -0.328  0.065
H 2.249 -1.279 2.589  0.081
H 2.413 3.209 4.635  0.089
H 1.767 8.745 -0.539  0.061
H -1.045 5.113 -1.961  0.072
H 0.675 6.801 -1.317  0.101
H -5.715 -2.643 4.438  0.067
H -6.898 -1.893 3.360  0.069

Calculated values
2S+1 = 2
highest occupied orbital energy (spin up / spin down) = -0.06769 / -0.06769 hartree
LUMO level (spin up / spin down) = 3.529 / 2.702 eV
E = -313950.7467 eV
expectation value of S² = 0.76
total charge = -2
HOMO-LUMO gap (spin up / spin down) = 5.371 / 4.544 eV